1.
C7H12N3O3PSTa | the ωB97M-V functional and the def2-TZVPD basis

Structure (XYZ):
```
28
C7H12N3O3PSTa the ωB97M-V functional and the def2-TZVPD basis
C -1.743 -0.788 -1.343
Ta 0.199 -0.453 -0.294
C -0.839 1.087 1.000
C -0.279 1.363 2.347
N 0.266 0.488 3.083
C 0.741 1.000 -1.978
C 0.736 2.447 -1.751
O 1.686 3.185 -1.898
N 1.054 -2.066 -1.465
C 0.277 -2.932 -1.784
O -0.458 -3.643 -2.340
N 2.116 -0.211 0.708
C 2.595 0.886 0.742
S 3.100 2.326 1.193
P -0.458 -2.359 1.407
O -1.666 -3.162 0.983
H -2.299 0.148 -1.364
H -1.590 -1.086 -2.376
H -2.357 -1.540 -0.854
H -1.847 0.695 1.154
H -0.973 2.041 0.499
H -0.375 2.391 2.698
H 0.553 0.908 3.962
H 1.696 0.727 -2.415
H -0.022 0.802 -2.731
H -0.210 2.905 -1.417
H 0.680 -3.211 1.486
H -0.585 -1.947 2.750
```

## Properties
- LUMO: 2.0 eV
- Charge: -1
- Kohn-Sham gap: 0.25744 Eh
- Strongest force on any atom: 2.19 eV Å⁻¹



2.
C7H12N3O5Ru | the ωB97M-V functional and the def2-TZVPD basis

Structure (XYZ):
```
28
C7H12N3O5Ru the ωB97M-V functional and the def2-TZVPD basis
Ru 0.735 -0.445 -0.832
O -1.883 -5.027 2.698
C -1.412 -4.158 2.096
C -1.333 -4.029 0.487
O -1.813 -4.830 -0.222
C -0.604 -2.759 0.240
C -0.261 -2.073 1.470
O 0.319 -0.972 1.435
C -0.712 -2.834 2.667
O -0.650 -2.616 3.819
O -0.315 -2.263 -0.873
N 2.608 -1.421 -1.098
H 2.483 -2.375 -1.465
H 3.218 -1.510 -0.275
H 3.168 -0.928 -1.812
N 0.284 4.525 -0.290
C -0.495 3.436 -0.933
C -0.030 2.034 -0.473
N -0.879 0.939 -0.956
H -0.095 5.449 -0.564
H 1.278 4.521 -0.571
H 0.238 4.482 0.742
H -0.409 3.540 -2.021
H -1.549 3.560 -0.658
H -0.015 1.990 0.628
H 1.020 1.843 -0.857
H -1.138 1.057 -1.949
H -1.757 0.862 -0.431
```

## Properties
- LUMO (alpha / beta): -13.8 / -13.8 eV
- Charge: +3
- Kohn-Sham gap (alpha / beta): 0.18093 / 0.18006 Eh
- Strongest force on any atom: 3.11 eV Å⁻¹



3.
C7H12NO2 | the ωB97M-V functional and the def2-TZVPD basis

Structure (XYZ):
```
22
C7H12NO2 the ωB97M-V functional and the def2-TZVPD basis
C 0.690 1.616 0.226
C -1.403 1.065 -0.072
C -2.852 1.013 -0.037
C 3.002 -0.299 0.286
C -1.303 -1.476 0.423
C 1.853 -0.598 -0.632
C -0.679 -0.230 -0.361
N 0.662 0.024 -0.027
O 1.686 2.242 0.185
O -0.635 1.999 0.180
H -3.227 0.199 -0.616
H -3.077 0.708 0.979
H -3.411 1.916 -0.238
H 3.855 -0.954 0.238
H 3.567 0.705 0.161
H 2.555 -0.085 1.197
H -1.843 -1.131 1.301
H -1.692 -2.205 -0.226
H -0.423 -1.989 0.959
H 1.587 -1.766 -0.736
H 2.032 -0.184 -1.723
H -0.943 -0.571 -1.464
```

## Properties
- LUMO: -5.7 eV
- Charge: +1
- Energy relative to the best compared isomer or geometry (same formula, charge and spin): 338.4 kJ/mol
- Kohn-Sham gap: 0.29505 Eh
- Strongest force on any atom: 7.65 eV Å⁻¹



4.
C7H12NO3 | the ωB97M-V functional and the def2-TZVPD basis

Structure (XYZ):
```
23
C7H12NO3 the ωB97M-V functional and the def2-TZVPD basis
C -2.263 0.109 1.352
C 0.431 -1.978 0.106
C -0.550 -0.259 -2.569
C 2.691 1.951 1.242
C -0.983 -0.347 -1.077
C 2.207 0.658 0.694
C 0.239 -0.468 -0.140
N -3.489 0.146 1.152
O -0.537 -2.767 -0.217
O 1.521 -2.368 0.580
O 0.990 0.626 0.135
H -1.629 -0.720 1.113
H 0.495 -0.671 -2.621
H -1.117 -0.758 -3.316
H -0.531 0.884 -2.827
H 3.688 2.003 0.912
H 1.925 2.740 1.063
H 2.769 2.141 2.383
H -1.383 -1.424 -0.956
H -1.669 0.365 -0.800
H -1.738 1.146 1.896
H 2.749 -0.225 1.105
H -3.815 -0.784 0.789
```

## Properties
- LUMO (alpha / beta): 3.5 / 3.5 eV
- Charge: -1
- Energy relative to the best compared isomer or geometry (same formula, charge and spin): 567.3 kJ/mol
- Kohn-Sham gap (alpha / beta): 0.25546 / 0.26631 Eh
- Strongest force on any atom: 4.26 eV Å⁻¹



5.
C7H12NO5 | the ωB97M-V functional and the def2-TZVPD basis

Structure (XYZ):
```
25
C7H12NO5 the ωB97M-V functional and the def2-TZVPD basis
C 0.051 -0.517 -2.728
C -1.506 -0.295 -0.372
C -0.556 0.898 2.317
C 1.700 1.311 1.180
C 0.740 -0.894 -1.498
C 0.342 0.379 1.185
C -0.468 0.587 -0.047
N 0.698 -2.242 -1.015
O 0.106 0.795 -2.950
O -2.378 -0.261 -1.222
O -0.564 -1.245 -3.454
O -1.548 -1.371 0.521
O -0.464 1.677 -0.799
H -1.513 0.368 2.451
H -0.874 1.871 2.081
H -0.005 0.920 3.389
H 1.307 2.175 0.624
H 2.088 1.365 2.250
H 2.409 0.903 0.492
H 1.544 -0.384 -0.981
H 0.710 -0.549 1.550
H 0.942 -2.135 -0.053
H -0.121 -2.765 -1.213
H -2.395 -1.895 0.224
H -0.245 1.304 -1.930
```

## Properties
- LUMO (alpha / beta): 3.4 / 3.4 eV
- Charge: -1
- Energy relative to the best compared isomer or geometry (same formula, charge and spin): 195.2 kJ/mol
- Kohn-Sham gap (alpha / beta): 0.24424 / 0.24442 Eh
- Strongest force on any atom: 3.90 eV Å⁻¹



6.
C7H12NOP | the ωB97M-V functional and the def2-TZVPD basis

Structure (XYZ):
```
22
C7H12NOP the ωB97M-V functional and the def2-TZVPD basis
C -0.696 2.638 -0.614
C -1.235 1.622 0.034
C -1.763 0.307 -0.510
N -2.442 -0.316 0.362
O -2.397 0.316 1.582
C -1.886 1.645 1.372
H -0.435 2.557 -1.624
H -0.443 3.566 0.015
H -1.680 -0.157 -1.540
H -2.913 2.171 1.426
H -1.255 1.822 2.166
C 1.271 -0.681 -1.603
C 1.103 -1.043 -0.353
C 0.347 -2.279 0.036
P 1.355 0.056 1.084
H 1.048 -1.285 -2.354
H 1.605 0.286 -1.776
H -0.092 -2.937 -0.859
H 1.109 -2.937 0.644
H -0.505 -2.113 0.626
H 2.785 0.052 1.029
H 1.341 -1.026 2.089
```

## Properties
- LUMO: 0.6 eV
- SMILES: C=C1C=NOC1.C=C(C)P
- Energy relative to the best compared isomer or geometry (same formula, charge and spin): 294.4 kJ/mol
- Kohn-Sham gap: 0.34357 Eh
- Strongest force on any atom: 4.34 eV Å⁻¹